# 1
{"formula": "C18H15N4O4", "method": "the ωB97M-V functional and the def2-TZVPD basis", "total_charge": -1, "orbital_gap_ev": 3.8, "multiplicity": 1, "lumo_ev": 0.711, "symbols": ["C", "C", "O", "C", "C", "C", "C", "C", "C", "C", "N", "C", "C", "O", "H", "H", "H", "H", "H", "H", "H", "H", "H", "H", "H", "C", "C", "C", "C", "C", "N", "O", "O", "C", "C", "N", "N", "H", "H", "H", "H"], "xyz": [[-3.502, 1.308, -2.688], [-2.058, 1.732, -2.523], [-1.155, 0.800, -3.063], [0.115, 1.320, -3.009], [1.179, 0.401, -3.288], [2.536, 0.707, -3.207], [3.001, 2.019, -2.962], [4.337, 2.294, -2.904], [5.282, 1.274, -3.054], [6.641, 1.561, -3.005], [7.780, 1.803, -2.965], [4.837, -0.034, -3.271], [3.504, -0.313, -3.358], [0.340, 2.490, -2.717], [-4.180, 1.921, -2.091], [-3.814, 1.375, -3.731], [-3.627, 0.269, -2.387], [-1.858, 2.701, -3.004], [-1.784, 1.840, -1.463], [0.898, -0.609, -3.519], [2.277, 2.801, -2.823], [4.679, 3.302, -2.740], [5.565, -0.823, -3.358], [3.171, -1.322, -3.525], [0.434, 0.478, 3.611], [-0.307, -0.089, 3.077], [-1.192, -0.938, 3.756], [-1.170, -1.093, 5.158], [-2.054, -1.935, 5.775], [-2.978, -2.650, 5.026], [-3.910, -3.552, 5.676], [-4.735, -4.154, 4.975], [-3.847, -3.687, 6.905], [-3.019, -2.507, 3.647], [-2.145, -1.666, 3.020], [-0.364, 0.046, 1.781], [-0.450, 0.142, 0.620], [-0.456, -0.538, 5.742], [-2.051, -2.058, 6.847], [-3.750, -3.070, 3.089], [-2.171, -1.544, 1.951]], "atomic_forces_ev_per_a": [[0.1769, -0.4271, -0.2504], [-0.3331, 0.8761, 0.4423], [-0.1489, -0.1203, -0.2175], [2.7800, -0.9127, -0.4392], [-1.6483, -0.1482, 0.0307], [-0.4893, 0.1275, 0.0017], [0.3704, 0.5088, 0.0943], [-0.0052, -0.2030, -0.0099], [-0.6575, -0.1195, -0.0484], [2.4166, 0.4731, 0.1094], [-1.0112, -0.2173, -0.0301], [-0.0415, -0.1249, -0.0178], [0.2910, 0.1046, 0.0340], [-1.3004, 0.7211, 0.2861], [0.1604, 0.0775, 0.0101], [-0.0001, 0.0267, -0.0618], [-0.0483, -0.0806, 0.1081], [-0.3108, -0.1434, 0.2846], [-0.3427, 0.1899, -0.0784], [-0.1013, -0.4184, -0.0454], [0.0850, 0.0111, -0.0562], [0.0667, 0.2352, 0.0548], [0.1665, -0.1752, -0.0773], [-0.0834, -0.2745, -0.0518], [0.2332, 0.2160, -0.2278], [1.0373, 0.9328, -0.1607], [-1.2460, -1.1023, 0.3426], [0.1431, 0.2322, -0.7238], [-0.3578, -0.3722, 0.4437], [0.1975, 0.1863, -0.1461], [-0.9837, -0.9286, 0.6676], [0.9931, 0.7427, 0.6848], [0.0719, 0.2736, -1.3322], [-0.5320, -0.4696, 0.0796], [0.3249, 0.2508, 0.2520], [-0.2496, 0.5127, -4.8650], [0.3684, -0.4210, 4.9720], [0.1668, 0.1150, 0.1341], [0.0321, -0.0035, 0.0677], [-0.0491, -0.0339, -0.0658], [-0.1414, -0.1177, -0.1944]], "nbo_charge": [-0.623, -0.074, -0.534, 0.720, -0.522, -0.001, -0.236, -0.142, -0.334, 0.320, -0.438, -0.150, -0.256, -0.719, 0.202, 0.201, 0.202, 0.193, 0.165, 0.185, 0.246, 0.198, 0.200, 0.194, 0.239, -0.255, -0.003, -0.231, -0.183, 0.040, 0.507, -0.393, -0.397, -0.180, -0.227, 0.064, 0.090, 0.217, 0.244, 0.248, 0.219]}

# 2
{"formula": "C18H15N6O2Pb", "method": "the ωB97M-V functional and the def2-TZVPD basis", "total_charge": 1, "orbital_gap_ev": 7.6, "multiplicity": 1, "lumo_ev": -3.787, "symbols": ["Pb", "N", "C", "N", "C", "N", "N", "C", "C", "C", "C", "C", "C", "N", "C", "C", "C", "C", "C", "C", "H", "H", "H", "H", "H", "H", "H", "H", "H", "H", "H", "O", "C", "C", "C", "C", "O", "N", "H", "H", "H", "H"], "xyz": [[-0.799, -0.558, -1.597], [3.719, -0.099, -0.114], [2.544, -0.581, -0.513], [1.473, 0.143, -0.649], [1.517, 1.487, -0.312], [0.445, 2.197, -0.146], [-0.723, 1.525, -0.318], [-1.785, 2.059, 0.140], [-3.056, 1.361, -0.022], [-4.234, 1.909, 0.466], [-5.419, 1.209, 0.297], [-5.390, -0.006, -0.365], [-4.172, -0.488, -0.826], [-3.032, 0.174, -0.650], [2.814, 2.114, -0.108], [2.992, 3.496, -0.015], [4.248, 4.012, 0.217], [5.341, 3.160, 0.378], [5.185, 1.793, 0.292], [3.921, 1.271, 0.035], [4.488, -0.730, 0.046], [2.494, -1.638, -0.729], [-1.752, 3.015, 0.655], [-4.213, 2.868, 0.965], [-6.349, 1.609, 0.678], [-6.291, -0.581, -0.527], [-4.098, -1.437, -1.340], [2.129, 4.139, -0.117], [4.390, 5.082, 0.280], [6.323, 3.574, 0.564], [6.031, 1.129, 0.422], [1.293, -2.646, 1.129], [0.263, -3.092, 0.669], [-0.340, -4.457, 0.983], [-1.468, -4.613, -0.038], [-1.571, -3.236, -0.649], [-2.407, -2.838, -1.459], [-0.569, -2.427, -0.210], [-0.715, -4.425, 2.007], [0.418, -5.235, 0.935], [-2.426, -4.919, 0.379], [-1.220, -5.320, -0.830]], "atomic_forces_ev_per_a": [[-0.0519, -0.3581, -0.4517], [-0.0332, -0.0824, -0.0380], [0.0092, 0.0748, 0.0270], [-0.0822, 0.1085, 0.0552], [-0.2502, -0.1110, -0.0097], [0.3384, 0.5313, 0.1876], [-0.1588, -0.4363, 0.1126], [0.3071, 0.0484, -0.0399], [-0.4479, -0.1313, 0.0373], [0.1919, 0.0309, -0.0376], [-0.0331, -0.0831, -0.0290], [-0.0020, 0.0991, 0.0279], [-0.0746, -0.0212, -0.0312], [0.0558, 0.0073, 0.1223], [0.2516, -0.1727, 0.0191], [0.0113, -0.0188, 0.0608], [-0.0256, 0.0863, -0.0047], [-0.0162, -0.0595, -0.0188], [0.0638, -0.0706, 0.0556], [-0.1224, 0.3534, -0.0144], [0.0080, -0.0668, -0.0605], [0.0160, -0.0542, 0.0876], [0.0331, 0.0297, -0.0373], [-0.0094, -0.0082, 0.0073], [-0.0012, 0.0048, -0.0191], [0.0078, -0.0100, 0.0080], [0.0151, 0.0047, 0.0219], [0.0051, -0.0067, -0.0217], [-0.0144, -0.0091, 0.0049], [-0.0028, -0.0080, 0.0175], [-0.0016, 0.0103, -0.0385], [-0.0814, -0.0504, -0.1247], [0.0882, 0.0097, 0.2547], [-0.0587, -0.0182, -0.0563], [0.0157, -0.0503, 0.0169], [-0.0423, 0.0092, 0.0448], [0.1067, -0.0441, 0.0408], [-0.0676, 0.3981, -0.1829], [0.0436, -0.0023, 0.0077], [0.0453, 0.0374, 0.0111], [-0.0077, 0.0262, -0.0017], [-0.0281, 0.0030, -0.0108]], "nbo_charge": [1.357, -0.537, 0.386, -0.620, 0.425, -0.352, -0.324, 0.108, 0.133, -0.202, -0.132, -0.227, 0.073, -0.496, -0.161, -0.130, -0.207, -0.148, -0.257, 0.243, 0.432, 0.230, 0.215, 0.236, 0.240, 0.243, 0.248, 0.245, 0.234, 0.234, 0.227, -0.614, 0.695, -0.514, -0.514, 0.691, -0.666, -0.787, 0.247, 0.247, 0.249, 0.250]}

# 3
{"formula": "C18H15NO5", "method": "the ωB97M-V functional and the def2-TZVPD basis", "smiles": "COC(=O)c1cc(COC(=O)c2ccc3ccccc3n2)oc1C", "orbital_gap_ev": 8.6, "multiplicity": 1, "e_above_lowest_kj_mol": 58.4, "lumo_ev": -0.177, "symbols": ["C", "O", "C", "O", "C", "C", "C", "C", "O", "C", "O", "C", "C", "C", "C", "C", "C", "C", "C", "C", "N", "O", "C", "C", "H", "H", "H", "H", "H", "H", "H", "H", "H", "H", "H", "H", "H", "H", "H"], "xyz": [[-4.021, -4.795, -2.701], [-2.972, -4.297, -1.886], [-2.012, -3.607, -2.533], [-2.030, -3.415, -3.724], [-0.966, -3.135, -1.627], [0.178, -2.381, -2.023], [0.900, -2.165, -0.892], [2.175, -1.431, -0.648], [1.921, -0.090, -0.220], [2.013, 0.164, 1.084], [2.323, -0.648, 1.921], [1.709, 1.593, 1.399], [1.779, 2.004, 2.748], [1.515, 3.312, 3.047], [1.183, 4.204, 2.006], [0.899, 5.568, 2.213], [0.585, 6.377, 1.157], [0.540, 5.861, -0.150], [0.809, 4.543, -0.388], [1.138, 3.681, 0.681], [1.402, 2.393, 0.410], [0.271, -2.729, 0.172], [-0.850, -3.313, -0.264], [-1.711, -4.006, 0.724], [-4.701, -5.320, -2.035], [-4.536, -3.973, -3.204], [-3.625, -5.474, -3.459], [0.404, -2.064, -3.019], [2.743, -1.352, -1.577], [2.756, -1.942, 0.128], [2.040, 1.276, 3.500], [1.557, 3.675, 4.065], [0.935, 5.960, 3.220], [0.369, 7.422, 1.319], [0.289, 6.521, -0.967], [0.781, 4.124, -1.382], [-2.711, -3.576, 0.722], [-1.272, -3.907, 1.713], [-1.807, -5.060, 0.470]], "atomic_forces_ev_per_a": [[-0.1947, -0.0558, -0.3599], [0.2020, 0.0794, 0.2869], [-0.0784, -0.0548, -0.0588], [0.0221, 0.0108, 0.0618], [0.2088, 0.0200, 0.6675], [0.2570, -0.0198, 0.5654], [0.2570, 0.3324, -1.0075], [-0.1266, -0.5569, 0.2876], [-0.0661, 0.2484, -0.1678], [0.1764, -0.3735, 0.0673], [-0.0847, 0.1370, -0.0224], [-0.1200, 0.5171, 0.0569], [-0.0223, 0.1156, 0.0474], [0.0348, -0.2255, -0.1364], [0.0127, -0.2581, -0.3634], [-0.0596, 0.2171, -0.0684], [0.0378, 0.0023, 0.3308], [0.0193, -0.2071, -0.2216], [-0.0527, 0.2293, -0.0092], [-0.0416, 0.4928, 0.5668], [0.1253, -0.6256, -0.1495], [0.0576, -0.0516, 0.4546], [-0.6102, -0.1876, -0.8551], [0.1503, 0.0730, 0.0891], [0.0351, 0.0254, -0.0198], [0.0161, -0.0946, 0.0416], [-0.0692, 0.0455, 0.0650], [0.1194, 0.1153, -0.2250], [-0.1064, -0.0252, 0.1373], [-0.0240, 0.0740, -0.2740], [0.0154, -0.0285, 0.0655], [0.0091, -0.0017, 0.0745], [-0.0034, 0.0573, 0.0766], [-0.0106, 0.0710, 0.0432], [-0.0157, 0.0202, -0.0846], [-0.0027, -0.0495, -0.1086], [-0.0305, -0.0075, 0.0383], [-0.0194, -0.0241, 0.0726], [-0.0173, -0.0367, 0.0350]], "nbo_charge": [-0.259, -0.514, 0.782, -0.595, -0.277, -0.233, 0.221, -0.129, -0.473, 0.768, -0.592, 0.080, -0.217, -0.144, -0.114, -0.178, -0.202, -0.205, -0.205, 0.219, -0.379, -0.390, 0.389, -0.666, 0.193, 0.194, 0.194, 0.242, 0.214, 0.230, 0.243, 0.217, 0.212, 0.216, 0.217, 0.229, 0.239, 0.234, 0.239]}